[1]
Molecular formula: C35H57N5NaO4P
Method: DFT, ωB97M-V/def2-TZVPD

Properties
- HOMO energy (eV) = -0.548
- total energy (eV) = -66562.8601
- relative energy (zero: lowest compared OMol25 entry of this formula, charge and spin) (kcal/mol) = 0.00
- net charge = -2
- spin multiplicity = 1
- gap between HOMO and LUMO (eV) = 4.31

Geometry as XYZ:
```
103
Properties=species:S:1:pos:R:3:lowdin_charge:R:1
Na 0.03 -0.82 -0.67 0.2055
C -2.32 -3.10 -2.25 -0.1087
O -2.71 -1.77 -2.54 -0.1957
C -3.75 -1.29 -1.71 -0.2014
C -3.38 -1.08 -0.25 -0.2120
O -2.39 -0.09 -0.15 -0.1624
C -2.50 0.75 0.98 -0.1872
C -3.53 1.84 0.79 -0.2045
O -3.25 2.75 -0.25 -0.1910
C -2.16 3.61 0.05 -0.1085
H -3.18 -3.78 -2.33 0.0851
H -1.86 -3.18 -1.26 0.0347
H -1.57 -3.37 -3.00 0.0885
H -4.61 -1.98 -1.75 0.1163
H -4.04 -0.33 -2.13 0.1272
H -3.01 -2.00 0.21 0.0968
H -4.30 -0.78 0.27 0.1176
H -1.51 1.19 1.17 0.0683
H -2.77 0.16 1.88 0.1320
H -3.64 2.39 1.75 0.1210
H -4.51 1.41 0.54 0.1115
H -2.43 4.28 0.89 0.0813
H -1.97 4.21 -0.84 0.0574
H -1.25 3.07 0.34 0.0594
C 1.85 -2.02 -1.97 -0.2022
H 2.87 -1.94 -1.54 -0.1108
H 1.95 -1.95 -3.07 -0.1181
H 1.52 -3.05 -1.75 -0.1167
C -0.16 4.43 4.05 -0.1320
N 1.13 4.89 3.58 -0.2652
C 2.16 4.62 4.57 -0.1413
C 1.48 4.31 2.26 -0.2048
C 1.72 2.82 2.21 -0.3267
C 3.04 2.37 2.33 -0.1227
C 3.33 1.01 2.29 -0.1389
C 2.28 0.11 2.15 -0.1182
C 0.98 0.58 2.04 -0.1725
C 0.62 1.95 2.04 -0.0547
H -0.37 4.89 5.02 0.0657
H -0.22 3.34 4.15 0.0670
H -0.94 4.73 3.34 0.0695
H 1.92 5.17 5.48 0.0663
H 3.13 4.97 4.19 0.0726
H 2.26 3.56 4.81 0.0832
H 2.37 4.86 1.91 0.1013
H 0.65 4.55 1.59 0.0969
H 3.85 3.09 2.43 0.0876
H 4.36 0.66 2.36 0.0783
H 2.48 -0.96 2.13 0.0948
H 0.20 -0.18 1.95 0.0433
N -0.87 -2.65 0.70 0.1055
C -0.54 -3.65 1.37 -0.3924
C -0.77 -5.07 0.85 -0.1698
C -0.55 -5.33 -0.50 -0.0456
C -0.84 -6.57 -1.05 -0.0983
C -1.38 -7.58 -0.25 -0.1345
C -1.62 -7.33 1.09 -0.1206
C -1.30 -6.09 1.64 -0.0634
C 0.09 -3.57 2.75 -0.1688
C -0.16 -2.45 3.54 -0.0527
C 0.46 -2.28 4.76 -0.0953
C 1.36 -3.23 5.23 -0.1273
C 1.63 -4.34 4.46 -0.1162
C 1.00 -4.52 3.23 -0.0592
H -0.14 -4.53 -1.11 0.0882
H -0.64 -6.76 -2.10 0.0919
H -1.62 -8.55 -0.68 0.0804
H -2.05 -8.10 1.72 0.0838
H -1.47 -5.91 2.69 0.1064
H -0.84 -1.71 3.13 0.0926
H 0.26 -1.38 5.34 0.0959
H 1.86 -3.08 6.18 0.0826
H 2.35 -5.08 4.80 0.0846
H 1.23 -5.39 2.63 0.1054
C -1.46 3.32 -3.20 -0.1206
N -0.02 3.17 -3.09 -0.2882
C 0.74 4.21 -3.73 -0.1412
P 0.54 1.60 -2.86 0.5447
O -0.37 0.91 -1.93 -0.2758
N 2.11 1.87 -2.42 -0.2895
C 2.29 2.51 -1.12 -0.0906
C 3.16 0.90 -2.71 -0.1152
N 0.62 0.80 -4.32 -0.2966
C -0.15 -0.40 -4.57 -0.1001
C 1.28 1.37 -5.46 -0.1345
H -1.75 4.33 -2.88 0.0694
H -1.96 2.60 -2.56 0.0691
H -1.81 3.19 -4.24 0.0803
H 0.49 5.18 -3.28 0.0773
H 0.52 4.29 -4.81 0.0714
H 1.80 4.03 -3.60 0.0675
H 1.44 3.15 -0.88 0.0767
H 3.20 3.12 -1.13 0.0845
H 2.37 1.77 -0.32 0.0722
H 2.89 0.28 -3.56 0.0601
H 3.32 0.24 -1.87 0.0632
H 4.09 1.45 -2.94 0.0759
H -0.65 -0.72 -3.66 0.0568
H 0.52 -1.21 -4.90 0.0758
H -0.90 -0.22 -5.35 0.0792
H 1.94 2.18 -5.16 0.0647
H 0.58 1.75 -6.21 0.0768
H 1.90 0.61 -5.95 0.0804
```

=====

[2]
Molecular formula: C17H23N3O8
Method: DFT, ωB97M-V/def2-TZVPD

Properties
- HOMO energy (eV) = -9.306
- total energy (eV) = -38843.6314
- relative energy (zero: lowest compared OMol25 entry of this formula, charge and spin) (kcal/mol) = 154.92
- spin multiplicity = 1
- gap between HOMO and LUMO (eV) = 7.75

Geometry as XYZ:
```
51
Properties=species:S:1:pos:R:3:nbo_charge:R:1
H -0.89 2.44 1.49 0.3657
N -0.25 2.74 0.70 -0.7407
C -0.90 2.36 -0.45 0.5764
N -2.28 1.68 -0.30 -0.8904
N -0.44 2.60 -1.87 -0.6755
C 0.93 3.22 -1.97 -0.2365
C 2.17 2.30 -1.42 -0.4351
C 1.97 0.68 -1.56 -0.4272
C 2.09 0.04 -0.05 -0.4498
C 1.77 -1.56 0.04 -0.0322
C 2.56 -2.34 1.07 -0.2725
C 2.26 -3.97 1.26 0.5105
O 3.24 -4.82 1.62 -0.5440
C 0.68 -4.42 1.02 -0.2460
C -0.11 -3.65 -0.02 -0.2540
C 0.65 -2.40 -0.82 0.5060
O 0.34 -2.19 -2.11 -0.5200
H -2.18 0.64 -0.33 0.3799
H -2.79 1.96 -1.18 0.3893
H -0.57 1.77 -2.49 0.4016
H 0.90 4.19 -1.28 0.2261
H 1.15 3.58 -3.05 0.2075
H 3.15 2.65 -1.99 0.2142
H 2.36 2.54 -0.28 0.2288
H 1.04 0.34 -2.18 0.2313
H 2.92 0.28 -2.16 0.2164
H 3.15 0.29 0.41 0.2322
H 1.28 0.59 0.61 0.2536
H 3.37 -1.75 1.71 0.2503
H 0.23 -5.29 1.67 0.2631
H -1.23 -3.94 -0.21 0.2600
O -1.49 -3.13 4.48 -0.5729
C -0.40 -3.51 4.85 0.9630
O 0.02 -3.54 6.15 -0.4790
C 1.24 -4.25 6.18 -0.1015
C 1.76 -4.09 4.78 -0.1057
O 0.58 -3.96 4.01 -0.4918
H 1.92 -3.82 6.92 0.2054
H 1.04 -5.29 6.43 0.1851
H 2.36 -3.18 4.66 0.1848
H 2.35 -4.95 4.46 0.2186
O -3.34 1.36 -4.69 -0.5723
C -3.46 2.51 -4.32 0.9646
O -3.33 2.93 -3.03 -0.4999
C -3.31 4.35 -3.05 -0.1046
C -4.01 4.68 -4.33 -0.1018
O -3.73 3.56 -5.16 -0.4775
H -3.82 4.76 -2.18 0.2085
H -2.27 4.68 -3.05 0.1971
H -5.09 4.77 -4.21 0.1850
H -3.62 5.60 -4.79 0.2058
```

=====

[3]
Molecular formula: C32H93N9O12
Method: DFT, ωB97M-V/def2-TZVPD

Properties
- <S²> = 0.760
- HOMO energy (spin up / spin down) (eV) = -10.341 / -10.341
- total energy (eV) = -72658.6266
- net charge = +1
- spin multiplicity = 2
- gap between HOMO and LUMO (spin up / spin down) (eV) = 8.37 / 2.38

Geometry as XYZ:
```
146
Properties=species:S:1:pos:R:3:lowdin_spin:R:1
C 4.56 2.55 4.29 0.0000
C 4.24 1.45 3.32 0.0000
O 3.62 0.32 3.94 0.0000
H 4.55 3.55 3.87 0.0000
H 5.62 2.53 4.53 0.0000
H 3.94 2.55 5.19 0.0000
H 5.15 1.14 2.81 0.0000
H 3.56 1.93 2.62 0.0000
H 3.94 0.34 4.84 0.0000
C 0.45 1.46 -6.86 0.0000
C 1.58 0.93 -5.89 0.0000
O 1.45 -0.50 -5.76 0.0000
H -0.46 1.30 -6.27 0.0000
H 0.41 1.04 -7.87 0.0000
H 0.65 2.53 -6.89 0.0000
H 1.53 1.46 -4.94 0.0000
H 2.55 1.10 -6.36 0.0000
H 2.20 -0.83 -5.25 0.0000
C 1.71 -3.46 4.23 0.0000
C 1.64 -4.78 3.37 0.0000
O 2.12 -4.66 2.07 0.0000
H 1.26 -3.78 5.16 0.0000
H 1.24 -2.58 3.78 0.0000
H 2.71 -3.11 4.50 0.0000
H 0.63 -5.19 3.30 0.0000
H 2.32 -5.47 3.86 0.0000
H 3.01 -4.33 2.16 0.0000
C 2.07 -4.20 -1.92 0.0000
C 3.28 -5.04 -1.75 0.0000
O 2.99 -6.28 -2.34 0.0000
H 2.24 -3.14 -1.72 0.0000
H 1.39 -4.52 -1.13 0.0000
H 1.55 -4.32 -2.87 0.0000
H 3.58 -5.07 -0.71 0.0000
H 4.09 -4.65 -2.37 0.0000
H 2.46 -6.76 -1.70 0.0000
C 3.89 0.12 -3.13 0.0000
C 5.24 -0.40 -3.77 0.0000
O 5.11 -0.67 -5.20 0.0000
H 3.24 -0.73 -3.29 0.0000
H 3.53 0.99 -3.69 0.0000
H 3.86 0.08 -2.04 0.0000
H 5.58 -1.35 -3.37 0.0000
H 6.01 0.34 -3.54 0.0000
H 5.93 -1.04 -5.53 0.0000
C -0.92 -3.68 -6.01 0.0000
O -2.11 -4.09 -5.87 0.0000
N -0.28 -3.88 -7.17 0.0000
N -0.37 -2.85 -5.18 0.0000
H -0.49 -4.66 -7.78 0.0000
H 0.63 -3.45 -7.22 0.0000
H 0.36 -2.21 -5.45 0.0000
H -0.72 -2.86 -4.23 0.0000
C -1.76 -4.52 -0.06 0.0000
O -1.55 -5.74 -0.02 0.0000
N -0.74 -3.75 0.10 0.0000
N -2.93 -3.97 -0.05 0.0000
H -0.81 -2.76 -0.11 0.0000
H 0.15 -4.14 0.38 0.0000
H -3.60 -4.30 -0.72 0.0000
H -2.66 -2.99 -0.08 0.0000
C -0.23 0.03 -2.91 0.0000
C -0.01 -0.87 -1.76 0.0000
C 0.78 -0.09 -0.68 0.0000
O 1.43 -1.05 0.04 0.0001
C 2.21 -0.64 1.16 0.0000
N -1.30 -1.42 -1.28 0.0000
H 0.77 0.21 -3.30 0.0000
H -0.65 1.02 -2.73 0.0000
H -0.84 -0.35 -3.73 0.0000
H 0.55 -1.72 -2.16 0.0000
H 0.03 0.39 -0.05 0.0000
H 1.63 0.45 -1.11 0.0000
H 2.59 -1.52 1.69 0.0000
H 1.69 -0.03 1.89 0.0000
H 3.05 -0.04 0.83 0.0000
H -1.74 -2.08 -1.91 0.0000
H -1.94 -0.66 -1.09 0.0000
C -2.11 4.77 -6.20 0.0000
C -2.22 5.08 -4.76 0.0000
C -1.62 4.00 -3.80 0.0000
O -2.08 4.32 -2.46 0.0000
C -1.36 3.73 -1.41 0.0000
N -1.50 6.40 -4.68 0.0000
H -2.65 5.50 -6.80 0.0000
H -2.48 3.77 -6.41 0.0000
H -1.12 4.58 -6.61 0.0000
H -3.28 5.05 -4.52 0.0000
H -0.53 4.07 -3.82 0.0000
H -1.98 3.04 -4.18 0.0000
H -1.47 2.65 -1.53 0.0000
H -1.95 4.03 -0.55 0.0000
H -0.30 3.98 -1.39 0.0000
H -2.09 6.94 -5.30 0.0000
H -1.61 6.77 -3.75 0.0000
C -3.35 -1.18 6.55 0.0249
C -2.54 0.01 6.08 0.0387
C -1.04 -0.13 5.98 0.0295
O -0.38 1.08 5.84 0.0019
C 0.97 0.90 5.51 0.0016
N -3.09 0.39 4.80 0.3971
H -3.32 -2.02 5.85 0.0000
H -4.42 -1.03 6.69 -0.0003
H -3.02 -1.55 7.52 0.0035
H -2.76 0.76 6.85 -0.0003
H -0.86 -0.86 5.19 0.0001
H -0.73 -0.57 6.93 0.0064
H 1.14 0.46 4.53 0.0002
H 1.36 0.22 6.25 0.0002
H 1.52 1.82 5.69 -0.0001
H -2.51 -0.19 4.21 0.0099
H -2.85 1.34 4.57 0.0050
C -1.53 4.61 4.41 0.0052
C -1.01 3.92 3.17 0.0381
C 0.44 4.24 2.82 0.0332
O 0.71 3.48 1.67 0.0048
C 2.03 3.69 1.05 0.0011
N -1.16 2.48 3.38 0.3779
H -2.61 4.60 4.27 0.0000
H -1.22 5.65 4.48 -0.0003
H -1.12 4.10 5.28 -0.0001
H -1.69 4.11 2.34 0.0014
H 1.06 4.00 3.68 -0.0003
H 0.58 5.31 2.63 0.0034
H 2.89 3.72 1.72 0.0000
H 1.98 4.62 0.49 0.0004
H 2.25 2.96 0.26 0.0003
H -0.91 1.83 2.65 0.0083
H -0.59 2.25 4.18 0.0042
C -4.19 0.77 0.85 0.0009
C -4.65 -0.74 0.75 0.0006
C -3.99 -1.62 1.87 0.0015
O -2.55 -1.36 1.80 -0.0001
C -1.94 -2.08 2.76 -0.0011
N -6.08 -0.79 0.83 0.0007
H -3.13 0.89 0.64 -0.0001
H -4.28 1.16 1.87 0.0005
H -4.71 1.43 0.15 0.0001
H -4.24 -1.10 -0.19 0.0005
H -4.25 -2.62 1.54 0.0001
H -4.48 -1.38 2.81 0.0010
H -2.15 -3.15 2.72 0.0000
H -1.95 -1.63 3.76 -0.0006
H -0.88 -1.98 2.53 0.0000
H -6.32 -1.77 0.85 0.0000
H -6.54 -0.38 0.03 0.0000
```

=====

[4]
Molecular formula: C3H4O2S
Method: DFT, ωB97M-V/def2-TZVPD

Properties
- HOMO energy (eV) = -9.494
- total energy (eV) = -18103.9271
- relative energy (zero: lowest compared OMol25 entry of this formula, charge and spin) (kcal/mol) = 49.31
- spin multiplicity = 1
- gap between HOMO and LUMO (eV) = 10.29

Geometry as XYZ:
```
10
Properties=species:S:1:pos:R:3:nbo_charge:R:1
C -0.95 0.17 0.23 -0.3097
C -0.23 1.29 0.31 0.1216
C -0.23 -0.97 -0.45 -0.6390
O 2.12 -0.66 0.88 -0.9193
O 0.99 1.29 -0.32 -0.6723
S 1.56 -0.30 -0.41 1.4807
H -1.90 -0.10 0.69 0.2379
H -0.48 2.31 0.66 0.2164
H -0.28 -2.11 -0.17 0.2573
H -0.60 -0.90 -1.42 0.2264
```